Here is a molecular structure, C21H24CoN2OP2S in a non-equilibrium geometry from the Open Molecules 2025 dataset. Energies are from ωB97M-V/def2-TZVPD.

XYZ file:
```
52
Properties=species:S:1:pos:R:3
C -1.34 3.44 -1.43
C -1.17 2.06 -1.24
C 0.06 1.49 -1.62
C 1.13 2.26 -2.16
C 0.93 3.66 -2.28
C -0.29 4.23 -1.94
C 2.24 1.53 -2.60
C 2.52 0.24 -2.11
C 1.41 -0.48 -1.60
C 1.49 -1.83 -1.23
C 2.73 -2.48 -1.32
C 3.86 -1.77 -1.77
C 3.77 -0.44 -2.15
H -2.30 3.88 -1.18
H 1.75 4.27 -2.65
H -0.48 5.29 -2.09
H 3.03 2.06 -3.11
H 2.79 -3.53 -1.06
H 4.80 -2.32 -1.84
H 4.65 0.11 -2.49
N 0.15 0.10 -1.83
Co -0.48 -0.37 1.81
C -2.27 1.18 -0.68
H -2.28 0.21 -1.19
H -3.25 1.69 -0.75
C 0.23 -2.54 -0.76
H -0.65 -2.16 -1.30
H 0.32 -3.63 -0.88
P -2.05 0.77 1.12
P -0.18 -2.25 1.03
C 1.23 -3.00 1.91
H 1.10 -2.83 2.99
H 1.25 -4.08 1.71
H 2.16 -2.54 1.57
C -1.55 -3.40 1.33
H -1.25 -4.41 1.02
H -1.81 -3.39 2.40
H -2.42 -3.08 0.74
C -1.95 2.40 1.94
H -2.86 2.97 1.73
H -1.84 2.24 3.02
H -1.08 2.93 1.56
C -3.69 0.13 1.61
H -3.77 0.14 2.70
H -4.47 0.77 1.17
H -3.79 -0.89 1.24
C 0.85 0.54 1.22
O 1.75 1.20 0.88
H 0.26 0.16 -2.88
S -1.00 -0.76 3.87
C 0.40 -0.10 4.52
N 1.36 0.35 5.04
```

Summary:
- Calculated total energy: -3462.7658 Ha
- ⟨S²⟩: 6.079
- E_HOMO (alpha / beta): -9.98 / -11.96 eV
- Kohn-Sham gap (alpha / beta): 7.2 / 6.2 eV
- 2S+1: 5
- Net charge: +1
- M: 473.4 Da



Here is a molecular structure, C31H45LuN3O4Si4 from the Open Molecules 2025 dataset. Energies are from ωB97M-V/def2-TZVPD.

XYZ file:
```
88
Properties=species:S:1:pos:R:3
Lu -1.20 -0.17 -1.26
C -3.66 0.45 -0.65
C -3.76 -0.45 -1.73
C -3.26 0.19 -2.89
C -2.86 1.49 -2.52
C -3.10 1.65 -1.15
H -3.99 0.26 0.36
H -4.16 -1.46 -1.69
H -3.19 -0.24 -3.88
H -2.43 2.23 -3.19
H -2.92 2.55 -0.58
O 1.76 -5.56 -1.93
C 2.72 -4.65 -1.99
O 3.85 -4.92 -2.30
C 2.35 -3.26 -1.62
C 3.29 -2.25 -1.57
N 2.64 -1.13 -1.21
N 1.33 -1.33 -1.02
C 1.13 -2.62 -1.28
C -0.26 -3.16 -1.20
O -0.44 -4.38 -1.27
O -1.18 -2.29 -1.04
H 0.90 -5.15 -1.64
H 4.34 -2.27 -1.76
H 3.03 -0.22 -1.07
N 0.43 1.74 -1.13
C 0.87 2.56 -2.22
C 0.95 3.93 -1.99
C 1.33 4.81 -2.99
C 1.64 4.31 -4.24
C 1.57 2.94 -4.46
C 1.18 2.03 -3.48
C 1.04 0.59 -3.86
C 1.95 0.06 -4.78
C 1.78 -1.22 -5.29
C 0.66 -1.95 -4.93
C -0.23 -1.40 -4.02
C -0.04 -0.17 -3.38
H 0.28 2.30 -0.31
H 1.11 1.03 -0.86
H 0.70 4.30 -1.00
H 1.37 5.87 -2.78
H 1.93 4.97 -5.04
H 1.77 2.56 -5.46
H 2.81 0.64 -5.09
H 2.52 -1.63 -5.97
H 0.48 -2.94 -5.34
H -1.10 -2.01 -3.75
C 2.75 1.13 1.37
Si 1.14 1.35 2.38
C 0.71 3.20 2.27
C 1.77 1.07 4.14
Si -0.66 0.02 1.63
Si -2.33 0.84 3.08
C -3.67 -0.47 3.31
C -1.81 1.34 4.83
C -3.19 2.41 2.45
Si -0.18 -2.00 2.73
C -1.41 -3.35 2.28
C 1.56 -2.64 2.34
C -0.26 -1.93 4.62
H 3.59 1.50 1.96
H 2.75 1.69 0.43
H 2.94 0.07 1.16
H 1.60 3.81 2.11
H 0.25 3.52 3.21
H -0.02 3.43 1.49
H 2.51 1.85 4.38
H 2.26 0.11 4.23
H 0.98 1.12 4.89
H -3.32 -1.26 3.98
H -3.95 -0.95 2.37
H -4.57 -0.03 3.75
H -1.27 0.55 5.36
H -2.71 1.58 5.40
H -1.18 2.23 4.81
H -3.70 2.27 1.51
H -2.46 3.22 2.33
H -3.93 2.74 3.19
H -1.49 -3.53 1.21
H -2.41 -3.09 2.64
H -1.12 -4.29 2.76
H 1.64 -3.00 1.31
H 1.79 -3.48 3.00
H 2.32 -1.88 2.48
H -1.28 -1.73 4.97
H 0.40 -1.19 5.06
H 0.02 -2.92 5.01
```

Summary:
- Calculated total energy: -4067.3221 Ha
- E_HOMO: -4.84 eV
- Kohn-Sham gap: 7.3 eV
- 2S+1: 1
- Net charge: -1
- M: 811.0 Da



Question: The lowest M belongs to which entry?
Answer: C21H24CoN2OP2S



Question: What is the formula in the first record?
Answer: C21H24CoN2OP2S



Question: The lowest net charge belongs to which entry?
Answer: C31H45LuN3O4Si4



Question: Which of these has the highest net charge?
Answer: C21H24CoN2OP2S